1.
Below is one molecule with the formula C2H3Cl2FO in a non-equilibrium geometry, with properties calculated with the ωB97M-V functional and the def2-TZVPD basis.

Geometry as XYZ:
```
9
Properties=species:S:1:pos:R:3:forces:R:3:mulliken_charge:R:1
O -2.188 -0.638 -0.284 -0.483 0.146 -0.766 -0.490
C -0.861 -0.936 -0.599 -0.261 -0.249 1.538 -0.723
C 0.081 -0.054 0.165 -0.187 0.205 1.267 0.670
F -0.130 -0.206 1.524 0.107 0.115 -0.635 -0.228
Cl 1.646 -0.676 -0.229 1.392 0.012 0.009 -0.149
Cl -0.058 1.661 -0.207 -0.070 -0.079 -0.011 -0.139
H -2.529 -1.125 0.479 0.554 0.024 -0.224 0.319
H -0.544 -0.775 -1.607 -0.811 -0.018 -1.035 0.412
H -0.562 -1.944 -0.304 -0.241 -0.155 -0.143 0.327
```
Positions in Å, forces in eV/Å.

The calculation puts the LUMO energy at 0.66 eV. The HOMO energy comes out at -11.146 eV. As for the SMILES: OCC(F)(Cl)Cl.

***

2.
Below is one molecule with the formula C2H3Cl2N2P in a non-equilibrium geometry, with properties calculated with the ωB97M-V functional and the def2-TZVPD basis.

Geometry as XYZ:
```
10
Properties=species:S:1:pos:R:3:forces:R:3:mulliken_charge:R:1
N 2.492 0.431 -1.667 1.549 -0.857 -1.684 -0.474
P 1.606 0.385 -0.503 -1.195 1.507 0.792 0.498
Cl 1.284 2.200 0.398 -0.009 -0.066 0.384 -0.234
C 0.040 -0.483 -0.182 1.895 -0.930 1.281 0.514
Cl 0.304 -2.219 -0.322 -0.228 -0.089 -0.220 -0.175
C -0.872 -0.009 0.911 0.557 -1.422 -1.128 -0.505
N -1.115 0.160 -0.516 -3.255 -0.387 -1.233 -0.465
H -1.270 -0.888 1.405 -0.372 0.509 0.359 0.284
H -0.596 0.901 1.346 -0.064 0.845 1.255 0.267
H -1.872 -0.478 -0.870 1.123 0.889 0.195 0.290
```
Positions in Å, forces in eV/Å.

The calculation puts the LUMO energy at -1.20 eV. The HOMO energy comes out at -9.820 eV. As for the SMILES: N#P(Cl)[C@@]1(Cl)CN1.

***

3.
Below is a 2-piece molecular cluster, C2H3Cl2NO3 overall in a non-equilibrium geometry, with properties calculated with the ωB97M-V functional and the def2-TZVPD basis.

Geometry as XYZ:
```
11
Properties=species:S:1:pos:R:3:forces:R:3:mulliken_charge:R:1
C 2.436 0.256 -0.274 0.435 0.538 -0.386 -0.311
C 0.892 0.146 0.023 1.726 1.034 0.241 0.153
O 0.254 -0.467 -0.781 -1.085 -1.825 0.086 -0.331
O -4.553 0.248 0.368 1.750 -4.627 0.821 -0.268
N -4.142 -0.931 0.540 -3.224 0.568 -3.150 0.548
O -4.490 -1.998 -0.028 1.486 4.066 2.325 -0.279
Cl -0.030 2.029 0.051 0.531 0.494 0.313 -0.263
Cl 3.465 -1.193 -0.091 -0.826 0.170 0.219 -0.142
H 2.421 0.462 -1.351 0.519 0.536 0.496 0.279
H 2.832 1.015 0.421 -0.055 -0.096 -0.857 0.324
H 0.914 0.433 1.122 -1.257 -0.857 -0.108 0.290
```
Positions in Å, forces in eV/Å.

The calculation puts the LUMO energy (alpha / beta) at -3.74 / -2.51 eV. The HOMO energy (alpha / beta) comes out at -10.519 / -10.795 eV.

***

4.
Below is one molecule with the formula C2H3Cl2NOS2 in a non-equilibrium geometry, with properties calculated with the ωB97M-V functional and the def2-TZVPD basis.

Geometry as XYZ:
```
11
Properties=species:S:1:pos:R:3:forces:R:3:mulliken_charge:R:1
C -0.902 -0.452 -0.207 0.615 -0.040 -0.280 -0.602
C 0.594 -0.676 0.041 0.356 -0.764 0.913 0.289
N -1.288 0.706 0.601 1.237 -1.346 0.546 -0.383
O 2.431 1.331 -0.637 0.677 0.262 -0.951 -0.474
S -0.161 1.987 0.384 -0.392 0.793 -0.169 -0.036
S 1.662 0.924 0.507 -1.508 -1.048 1.027 0.484
Cl 0.737 -1.881 1.353 0.349 0.362 0.583 -0.168
Cl 1.412 -1.340 -1.331 0.169 -0.105 -0.783 -0.115
H -0.848 -0.167 -1.302 -1.098 -0.812 0.804 0.382
H -1.425 -1.426 0.196 0.584 2.093 -1.540 0.331
H -2.212 0.994 0.395 -0.989 0.606 -0.151 0.291
```
Positions in Å, forces in eV/Å.

The calculation puts the LUMO energy at 0.11 eV. The HOMO energy comes out at -8.978 eV.

***

5.
Below is one molecule with the formula C2H3Cl2NS in a non-equilibrium geometry, with properties calculated with the ωB97M-V functional and the def2-TZVPD basis.

Geometry as XYZ:
```
9
Properties=species:S:1:pos:R:3:forces:R:3:mulliken_charge:R:1
C -0.073 0.052 0.191 -1.744 -2.939 -1.627 -0.715
N -1.489 0.228 0.397 -4.985 -4.627 -0.755 -0.400
C -2.389 -0.753 0.078 3.212 6.228 1.611 0.562
Cl -2.146 -2.367 -0.297 0.489 -1.231 -0.337 -0.158
S -4.117 -0.387 -0.127 0.158 -0.259 0.206 0.000
Cl -4.312 1.597 0.160 0.272 -0.204 0.021 -0.116
H 0.060 0.941 -0.284 1.705 2.484 -1.392 0.285
H 0.111 -0.788 -0.541 0.216 0.676 0.838 0.286
H 0.516 -0.043 1.050 0.678 -0.128 1.435 0.256
```
Positions in Å, forces in eV/Å.

The calculation puts the LUMO energy at 0.05 eV. The HOMO energy comes out at -9.175 eV. As for the SMILES: C/N=C(\Cl)SCl.

***

6.
Below is one molecule with the formula C2H3Cl2NS in a non-equilibrium geometry, with properties calculated with the ωB97M-V functional and the def2-TZVPD basis.

Geometry as XYZ:
```
9
Properties=species:S:1:pos:R:3:forces:R:3:mulliken_charge:R:1
S 2.448 0.159 -1.097 1.624 -0.354 -0.640 -0.373
C 1.113 0.461 -0.295 -1.862 0.724 0.724 -0.022
N 0.045 -0.429 -0.342 2.214 0.732 -0.353 -0.262
C -1.297 -0.023 0.053 0.834 0.155 0.080 0.103
Cl -1.700 1.698 -0.426 0.281 -0.340 -0.010 -0.178
Cl -2.404 -1.074 -0.824 -0.155 -0.163 0.701 -0.149
H 1.006 1.446 0.225 -0.371 -1.123 -0.188 0.294
H 0.449 -1.221 -0.962 -2.237 1.174 1.121 0.272
H -1.381 0.061 1.179 -0.327 -0.804 -1.436 0.314
```
Positions in Å, forces in eV/Å.

The calculation puts the LUMO energy at 0.10 eV. The HOMO energy comes out at -9.048 eV. As for the SMILES: S=CNC(Cl)Cl.

***

7.
Below is an isolated ion of composition C2H3Cl2O2S and charge -1 in a non-equilibrium geometry, with properties calculated with the ωB97M-V functional and the def2-TZVPD basis.

Geometry as XYZ:
```
10
Properties=species:S:1:pos:R:3:forces:R:3:mulliken_charge:R:1
C -0.254 -0.167 -0.157 2.322 1.406 -2.642 -0.917
C -0.929 1.229 -1.079 1.377 -3.114 2.447 0.148
O 0.947 3.141 -0.197 -0.517 -0.374 -0.560 -0.601
O -1.163 3.074 0.971 -0.738 -0.319 0.590 -0.571
S -0.532 3.113 -0.344 1.072 0.015 -0.443 0.532
Cl -0.471 1.100 -2.778 0.247 0.080 -0.181 -0.229
Cl -2.668 0.907 -0.926 -0.556 0.272 -0.111 -0.227
H 0.975 -0.095 -0.231 -3.174 0.237 0.567 0.241
H -0.432 -1.204 -0.674 -0.423 2.154 0.981 0.311
H -0.652 -0.028 0.866 0.390 -0.357 -0.649 0.312
```
Positions in Å, forces in eV/Å.

The calculation puts the LUMO energy at 3.45 eV. Its total charge is -1. The HOMO energy comes out at -3.868 eV.

***

8.
Below is a 2-piece molecular cluster, C2H3Cl3 overall in a non-equilibrium geometry, with properties calculated with the ωB97M-V functional and the def2-TZVPD basis.

Geometry as XYZ:
```
8
Properties=species:S:1:pos:R:3:forces:R:3:mulliken_charge:R:1
C -1.000 -0.412 -0.093 2.740 1.462 1.553 -0.459
C 0.951 0.246 0.275 -3.550 -2.585 1.583 -0.101
Cl -1.975 1.052 -0.234 0.132 -0.931 0.062 -0.142
Cl 1.113 1.762 -0.351 0.114 2.323 -0.769 -0.101
Cl 1.879 -0.919 -0.611 0.435 -0.596 0.179 -0.149
H -1.374 -1.162 0.648 0.475 1.005 -0.562 0.319
H -0.677 -0.818 -1.021 -0.432 -0.280 -0.816 0.313
H 1.084 0.252 1.387 0.085 -0.398 -1.231 0.320
```
Positions in Å, forces in eV/Å.

The calculation puts the LUMO energy at 0.87 eV. The HOMO energy comes out at -9.451 eV.

***

9.
Below is C2H3Cl3NOP as an isolated structure, with properties calculated with the ωB97M-V functional and the def2-TZVPD basis.

Geometry as XYZ:
```
11
Properties=species:S:1:pos:R:3:forces:R:3:mulliken_charge:R:1
C 0.508 -0.135 0.389 -0.058 0.720 -0.100 0.743
C 1.636 -0.938 0.912 0.123 -0.338 0.117 -1.058
N -0.950 1.842 -2.122 0.013 -0.168 -0.024 -0.502
O -0.506 -0.548 -0.112 0.266 -0.589 0.157 -0.375
P -1.721 0.917 -1.264 -0.773 0.182 -0.270 0.684
Cl 0.716 1.580 0.497 0.600 0.192 0.394 -0.118
Cl -2.784 -0.705 -1.822 -0.058 0.024 -0.098 -0.174
Cl -2.682 1.398 0.467 -0.003 -0.037 -0.123 -0.167
H 2.143 -0.407 1.712 -0.027 -0.034 0.031 0.360
H 2.355 -1.093 0.106 -0.024 0.078 -0.098 0.305
H 1.285 -1.913 1.238 -0.060 -0.029 0.014 0.301
```
Positions in Å, forces in eV/Å.

The calculation puts the LUMO energy at -0.37 eV. The HOMO energy comes out at -9.308 eV.

***

10.
Below is a 2-piece molecular cluster, C2H3Cl3O overall in a non-equilibrium geometry, with properties calculated with the ωB97M-V functional and the def2-TZVPD basis.

Geometry as XYZ:
```
9
Properties=species:S:1:pos:R:3:forces:R:3:mulliken_charge:R:1
C 2.593 -0.519 0.197 0.159 -0.765 0.813 0.017
C -1.324 -0.338 0.215 -0.978 0.265 1.313 -0.007
O 2.644 0.448 -0.618 -1.084 0.144 -1.881 -0.185
Cl 1.627 -1.877 -0.488 0.207 0.245 -0.088 -0.162
Cl -1.496 0.734 -1.260 -0.180 -0.806 1.386 -0.156
Cl -1.890 -2.005 -0.009 0.295 0.265 -0.425 -0.129
H -1.839 -0.072 1.193 0.081 0.683 -1.871 0.284
H -0.292 -0.305 0.486 0.662 -0.358 -0.333 0.013
H 2.101 0.286 -1.466 0.838 0.326 1.086 0.325
```
Positions in Å, forces in eV/Å.

The calculation puts the LUMO energy at 0.25 eV. The HOMO energy comes out at -9.974 eV.